(1)
{
  "formula": "C5H11NO",
  "method": "ωB97M-V with the def2-TZVPD basis set",
  "species": ["C", "C", "C", "C", "N", "C", "O", "H", "H", "H", "H", "H", "H", "H", "H", "H", "H", "H"],
  "positions_angstrom": [[-1.573, -0.679, -1.036], [-1.226, 0.377, 0.018], [0.282, 0.479, 0.311], [0.610, 1.582, 1.323], [0.814, -0.812, 0.781], [1.626, -1.601, 0.067], [2.000, -1.207, -1.143], [-1.046, -0.481, -1.978], [-1.278, -1.681, -0.700], [-2.651, -0.691, -1.240], [-1.574, 1.367, -0.314], [-1.760, 0.162, 0.959], [0.812, 0.674, -0.630], [0.256, 2.556, 0.959], [0.121, 1.389, 2.289], [1.692, 1.646, 1.490], [0.529, -1.137, 1.699], [2.374, -2.257, -0.673]],
  "mulliken_charge": [-1.170, -0.519, 0.286, -1.537, -0.146, -0.399, -0.401, 0.292, 0.270, 0.386, 0.319, 0.305, 0.293, 0.374, 0.340, 0.384, 0.241, 0.683],
  "multiplicity": 1,
  "e_lumo_ev": 0.994,
  "total_charge": 0,
  "fmax_ev_per_a": 0.9,
  "relative_energy_kcal_mol": 78.71,
  "energy_ev": -8898.2840
}

***

(2)
{
  "formula": "C37H85BO11",
  "method": "ωB97M-V with the def2-TZVPD basis set",
  "species": ["C", "C", "C", "C", "C", "C", "C", "O", "O", "C", "B", "O", "O", "C", "H", "H", "H", "H", "H", "H", "H", "H", "H", "H", "H", "H", "H", "H", "H", "C", "C", "O", "C", "C", "H", "H", "H", "H", "H", "H", "H", "H", "H", "H", "C", "C", "O", "C", "C", "H", "H", "H", "H", "H", "H", "H", "H", "H", "H", "C", "C", "O", "C", "C", "H", "H", "H", "H", "H", "H", "H", "H", "H", "H", "C", "C", "O", "C", "C", "H", "H", "H", "H", "H", "H", "H", "H", "H", "H", "C", "C", "O", "C", "C", "H", "H", "H", "H", "H", "H", "H", "H", "H", "H", "C", "C", "O", "C", "C", "H", "H", "H", "H", "H", "H", "H", "H", "H", "H", "C", "C", "O", "C", "C", "H", "H", "H", "H", "H", "H", "H", "H", "H", "H"],
  "positions_angstrom": [[-1.348, 3.594, -0.678], [-2.603, 2.761, -0.726], [-2.626, 1.127, -0.426], [-2.351, 0.467, -1.888], [-1.037, -0.545, -1.957], [-1.618, 0.708, 0.841], [-2.551, -0.565, 1.390], [-2.219, -1.853, 1.545], [-3.853, 0.132, 1.595], [-4.034, 0.943, 0.368], [-5.401, 0.451, -0.383], [-5.523, -1.002, -0.761], [-6.584, 1.301, -0.706], [-6.451, 1.645, -2.148], [-0.298, 3.194, -0.318], [-1.467, 4.719, -1.044], [-3.670, 3.248, -0.950], [-2.094, 1.363, -2.631], [-3.237, -0.116, -2.374], [-0.800, -0.830, -3.073], [-1.287, -1.503, -1.331], [-0.054, -0.063, -1.511], [-0.489, 0.493, 0.594], [-1.738, 1.539, 1.685], [-4.257, 2.023, 0.818], [-4.594, -1.361, -0.908], [-5.480, 1.108, -2.532], [-7.394, 1.185, -2.700], [-6.362, 2.818, -2.287], [3.076, 1.207, 3.484], [2.345, 0.734, 2.238], [2.555, 1.572, 1.104], [3.903, 1.712, 0.660], [4.546, 0.397, 0.255], [2.773, 2.230, 3.741], [2.852, 0.550, 4.331], [4.159, 1.214, 3.344], [1.269, 0.742, 2.439], [2.605, -0.301, 1.997], [4.499, 2.226, 1.421], [3.879, 2.376, -0.212], [4.603, -0.305, 1.090], [5.562, 0.567, -0.111], [3.964, -0.086, -0.538], [-4.581, -1.379, -7.671], [-4.192, -1.312, -6.203], [-4.901, -0.315, -5.472], [-6.320, -0.449, -5.429], [-6.786, -1.751, -4.799], [-4.421, -0.407, -8.154], [-3.983, -2.135, -8.191], [-5.634, -1.638, -7.802], [-3.130, -1.057, -6.133], [-4.306, -2.288, -5.720], [-6.741, -0.322, -6.432], [-6.697, 0.388, -4.829], [-6.444, -2.623, -5.362], [-7.878, -1.784, -4.758], [-6.394, -1.845, -3.781], [5.157, 5.993, 0.627], [5.852, 5.305, 1.790], [6.981, 4.528, 1.399], [8.040, 5.229, 0.752], [8.646, 6.330, 1.606], [4.835, 5.255, -0.118], [4.280, 6.546, 0.978], [5.816, 6.701, 0.119], [5.145, 4.616, 2.263], [6.139, 6.027, 2.561], [7.701, 5.618, -0.213], [8.817, 4.488, 0.529], [7.916, 7.104, 1.854], [9.476, 6.808, 1.078], [9.021, 5.920, 2.550], [2.825, -5.800, 1.373], [2.938, -4.326, 1.021], [1.714, -3.756, 0.564], [0.618, -3.793, 1.475], [0.889, -3.058, 2.777], [2.470, -6.375, 0.508], [3.799, -6.195, 1.683], [2.120, -5.972, 2.189], [3.659, -4.214, 0.206], [3.333, -3.749, 1.862], [0.317, -4.829, 1.662], [-0.229, -3.314, 0.969], [1.721, -3.499, 3.330], [0.005, -3.086, 3.421], [1.145, -2.012, 2.579], [-7.833, -6.607, 0.247], [-6.614, -5.941, -0.369], [-6.875, -5.337, -1.633], [-7.857, -4.304, -1.652], [-7.512, -3.125, -0.759], [-8.237, -7.370, -0.430], [-7.569, -7.084, 1.197], [-8.633, -5.891, 0.445], [-5.846, -6.703, -0.538], [-6.175, -5.209, 0.316], [-8.841, -4.715, -1.402], [-7.925, -3.953, -2.689], [-7.438, -3.415, 0.292], [-8.278, -2.348, -0.840], [-6.546, -2.696, -1.049], [0.086, -4.363, 9.413], [1.067, -3.979, 8.317], [0.787, -4.597, 7.064], [-0.483, -4.309, 6.483], [-0.699, -2.830, 6.207], [0.073, -5.451, 9.552], [0.367, -3.890, 10.360], [-0.934, -4.053, 9.175], [2.068, -4.307, 8.613], [1.121, -2.893, 8.200], [-1.284, -4.716, 7.108], [-0.526, -4.854, 5.533], [-0.674, -2.235, 7.123], [-1.670, -2.670, 5.730], [0.085, -2.446, 5.546], [7.588, 7.371, -4.739], [7.222, 6.841, -3.362], [5.941, 6.216, -3.317], [5.757, 5.084, -4.164], [6.720, 3.946, -3.870], [6.833, 8.088, -5.086], [8.562, 7.871, -4.709], [7.645, 6.573, -5.482], [7.186, 7.680, -2.661], [7.989, 6.158, -2.986], [5.813, 5.387, -5.215], [4.733, 4.731, -3.999], [7.761, 4.239, -4.025], [6.511, 3.092, -4.521], [6.623, 3.623, -2.828]],
  "mulliken_charge": [-0.745, -0.595, 1.846, -0.227, -0.956, -0.284, 0.473, -0.552, -0.349, -0.891, 0.337, -0.468, -0.336, -0.361, 0.181, 0.231, 0.166, 0.364, 0.002, 0.379, 0.239, 0.095, -0.100, 0.349, 0.181, 0.297, 0.090, 0.243, 0.253, -1.308, 0.404, -0.444, 0.074, -1.187, 0.303, 0.406, 0.299, 0.203, -0.114, 0.040, 0.297, 0.257, 0.446, 0.280, -1.121, -0.254, -0.412, -0.447, -0.902, 0.292, 0.397, 0.266, 0.318, 0.312, 0.375, 0.179, 0.339, 0.478, 0.182, -0.941, -0.320, -0.438, 0.139, -1.129, 0.198, 0.439, 0.233, 0.280, 0.331, -0.104, 0.351, 0.265, 0.417, 0.290, -1.090, -0.241, -0.442, -0.506, -0.259, 0.283, 0.403, 0.239, 0.394, 0.237, 0.378, 0.148, 0.472, 0.175, -0.175, -1.040, -0.223, -0.452, -0.403, -0.948, 0.269, 0.391, 0.269, 0.352, 0.219, 0.324, 0.258, 0.354, 0.434, 0.316, -1.008, -0.321, -0.431, -0.370, -1.011, 0.284, 0.381, 0.261, 0.335, 0.292, 0.320, 0.343, 0.362, 0.387, 0.210, -1.251, -0.153, -0.420, -0.339, -0.989, 0.298, 0.410, 0.287, 0.370, 0.238, 0.315, 0.335, 0.281, 0.392, 0.224],
  "smiles": "C=C[C@@]1(CC)CC(=O)O[C@@H]1B(O)OC.CCOCC.CCOCC.CCOCC.CCOCC.CCOCC.CCOCC.CCOCC",
  "multiplicity": 1,
  "e_lumo_ev": 0.404,
  "total_charge": 0,
  "fmax_ev_per_a": 9.1,
  "energy_ev": -62938.2233
}